{
  "formula": "C6H8NO",
  "method": "wB97M-V/def2-TZVPD",
  "e_homo_ha": [-0.5319, -0.5319],
  "total_charge": 1,
  "homo_lumo_gap_ev": [7.31, 7.31],
  "e_lumo_ev": [-7.2, -7.2],
  "e_above_lowest_kcal_mol": 128.09,
  "max_force_ev_per_a": 3.46,
  "symbols": ["C", "C", "C", "C", "C", "C", "N", "O", "H", "H", "H", "H", "H", "H", "H", "H"],
  "xyz": [[-2.510, 1.594, -0.704], [3.135, -0.550, -0.063], [-1.797, 0.447, -0.723], [3.115, -0.960, 1.077], [-0.406, 0.120, -0.117], [-0.345, -1.136, 0.761], [0.551, 0.817, -0.488], [1.156, 1.729, -0.871], [-2.214, 2.522, -0.282], [-3.584, 1.670, -1.127], [3.359, -0.238, -1.048], [-2.171, -0.324, -1.278], [3.062, -1.343, 2.053], [0.227, -1.984, 0.231], [-1.433, -1.489, 0.797], [-0.145, -0.876, 1.781]],
  "lowdin_charge": [0.106, -0.001, -0.056, 0.044, -0.176, 0.017, 0.096, 0.292, 0.066, 0.129, 0.031, 0.085, 0.028, 0.135, 0.117, 0.087]
}